Molecular formula: C36H33N7O2S2Sc
Method: DFT, wB97M-V/def2-TZVPD

The geometry in XYZ format:
```
81
Properties=species:S:1:pos:R:3:lowdin_charge:R:1
Sc -0.613 -0.228 -0.273 0.767
N -2.920 -2.217 -4.033 0.029
C -2.309 -1.447 -3.063 -0.904
S -0.818 -2.029 -2.443 0.592
N -2.948 -0.350 -2.768 -0.036
N -2.312 0.469 -1.843 -0.064
C -2.882 1.622 -1.779 -0.104
C -2.559 2.713 -0.885 -0.153
C -3.459 3.779 -0.801 -0.058
C -3.244 4.838 0.059 -0.118
C -2.092 4.841 0.847 -0.104
C -1.178 3.812 0.774 -0.014
C -1.389 2.722 -0.092 -0.346
O -0.527 1.750 -0.157 -0.155
H -2.654 -3.186 -4.039 0.055
H -3.892 -2.006 -4.193 0.073
H -3.733 1.782 -2.445 0.122
H -4.351 3.749 -1.418 0.107
H -3.957 5.650 0.120 0.087
H -1.910 5.665 1.529 0.094
H -0.284 3.801 1.384 0.117
C 3.490 -3.876 2.559 -0.089
C 4.061 -4.117 1.171 -0.271
N 4.061 -2.918 0.348 -0.144
C 5.278 -2.124 0.351 -0.225
C 6.221 -2.523 -0.774 -0.079
C 2.997 -2.563 -0.411 -0.789
S 1.593 -3.497 -0.435 0.623
N 3.253 -1.527 -1.251 0.104
C 2.370 -0.623 -1.591 -0.430
O 1.279 -0.369 -1.005 -0.180
C 2.720 0.247 -2.760 -0.116
C 3.939 0.107 -3.413 -0.027
C 4.245 0.906 -4.501 -0.095
C 3.331 1.851 -4.947 -0.105
C 2.113 1.993 -4.297 -0.079
C 1.808 1.196 -3.205 -0.004
H 3.547 -4.785 3.159 0.069
H 2.449 -3.566 2.486 0.052
H 4.046 -3.093 3.077 0.062
H 3.490 -4.887 0.653 0.068
H 5.099 -4.459 1.243 0.111
H 5.756 -2.275 1.323 0.112
H 5.017 -1.069 0.275 0.114
H 6.496 -3.576 -0.697 0.067
H 7.136 -1.929 -0.742 0.068
H 5.733 -2.365 -1.734 0.056
H 4.635 -0.638 -3.053 0.094
H 5.197 0.791 -5.005 0.093
H 3.567 2.475 -5.800 0.093
H 1.395 2.726 -4.641 0.100
H 0.861 1.303 -2.691 0.108
C 1.973 -0.504 3.507 -0.104
C 1.162 -0.004 4.516 -0.110
C -0.128 0.390 4.210 -0.063
C -0.607 0.267 2.901 -0.201
C 0.168 -0.286 1.866 -0.120
C 1.478 -0.642 2.217 -0.109
C -1.968 0.752 2.576 -0.211
C -2.609 1.731 3.394 -0.002
C -3.852 2.169 3.076 -0.006
C -4.531 1.596 1.975 -0.162
C -5.850 1.954 1.617 -0.047
C -6.470 1.343 0.566 -0.092
C -5.796 0.337 -0.158 -0.072
C -4.515 -0.016 0.159 -0.030
C -3.838 0.629 1.221 -0.202
N -2.546 0.277 1.492 0.134
H 2.994 -0.797 3.732 0.087
H 1.531 0.080 5.532 0.089
H -0.761 0.774 5.001 0.092
H 2.134 -1.048 1.455 0.064
H -2.072 2.158 4.227 0.102
H -4.336 2.948 3.654 0.115
H -6.356 2.720 2.194 0.107
H -7.480 1.619 0.292 0.095
H -6.293 -0.156 -0.982 0.103
H -3.997 -0.777 -0.405 0.085
N -1.618 -3.400 0.815 0.137
C -1.759 -2.342 0.350 -0.106
H -1.213 -4.316 0.823 0.079
```

Output
E_tot, a.u.: -3482.7550
HOMO level, Eh: -0.168
Frontier orbital gap, eV: 7.0440
Charge: -1
M, g mol⁻¹: 704.8
Maximum force, eV Å⁻¹: 0.76
Lowest unoccupied orbital energy, Eh: 0.0908

Molecular formula: C36H34As2N5O8PtS
Method: DFT, wB97M-V/def2-TZVPD

The geometry in XYZ format:
```
87
Properties=species:S:1:pos:R:3:lowdin_charge:R:1
Pt -0.628 0.722 -0.065 1.008
C -4.843 0.141 0.851 -0.009
C -3.466 -0.105 0.692 -0.084
N -2.618 0.838 0.357 -0.061
C -3.076 2.129 0.206 -0.157
C -4.429 2.445 0.327 -0.139
C -5.323 1.398 0.652 0.021
C -4.842 3.788 0.107 0.003
C -3.928 4.748 -0.212 -0.036
C -2.553 4.444 -0.282 0.027
C -2.115 3.162 -0.043 -0.201
N -0.812 2.710 -0.055 -0.048
C 0.363 3.385 0.061 -0.242
C 0.545 4.702 0.458 0.021
C 1.837 5.238 0.531 -0.034
C 2.930 4.482 0.199 0.019
C 2.787 3.121 -0.182 -0.131
C 3.878 2.287 -0.527 0.031
C 3.645 1.001 -0.898 0.008
C 2.328 0.503 -0.887 -0.067
N 1.302 1.238 -0.514 -0.031
C 1.513 2.565 -0.207 -0.143
H -5.497 -0.679 1.111 0.122
H -3.054 -1.091 0.838 0.081
H -6.380 1.610 0.749 0.132
H -5.894 4.034 0.186 0.126
H -4.255 5.758 -0.414 0.120
H -1.848 5.214 -0.557 0.114
H -0.302 5.299 0.759 0.113
H 1.968 6.260 0.859 0.120
H 3.923 4.911 0.239 0.128
H 4.884 2.685 -0.497 0.132
H 4.447 0.334 -1.179 0.128
H 2.127 -0.521 -1.169 0.088
S -0.415 2.050 2.968 0.669
C -0.460 1.363 4.489 -0.822
N -1.660 1.284 5.158 0.056
C -1.803 0.782 6.401 -0.062
C -0.719 0.289 7.042 -0.035
C 0.497 0.353 6.326 -0.097
N 0.633 0.858 5.130 0.087
H -2.454 1.665 4.663 0.130
H -2.798 0.804 6.824 0.135
H -0.785 -0.121 8.037 0.110
H 1.404 -0.036 6.778 0.122
C 3.196 -0.601 2.837 -0.036
O 2.949 -1.256 1.590 -0.058
C 1.663 -1.562 1.355 -0.617
O 0.759 -1.184 2.114 -0.049
C 1.380 -2.222 0.123 -0.373
C 2.213 -3.069 -0.644 -0.339
As 1.880 -3.747 -2.427 1.323
C 3.071 -2.607 -3.514 -0.274
C 0.242 -2.771 -2.927 -0.292
C -0.658 -2.161 -2.156 -0.265
As -0.376 -1.691 -0.289 1.176
C -1.561 -2.976 0.553 -0.222
C -2.017 -1.795 -2.679 -0.542
O -2.780 -2.567 -3.193 0.139
O -2.333 -0.512 -2.401 -0.110
C -3.635 -0.103 -2.838 -0.030
C 0.002 -2.933 -4.409 -0.551
O 0.347 -3.900 -5.033 0.099
O -0.549 -1.846 -4.965 -0.045
C -0.833 -1.976 -6.368 -0.017
C 3.343 -3.723 -0.026 -0.560
O 3.555 -3.886 1.155 0.092
O 4.195 -4.223 -0.983 -0.151
C 5.297 -4.986 -0.490 -0.048
H 4.256 -0.365 2.834 0.093
H 2.964 -1.270 3.665 0.099
H 2.588 0.296 2.936 0.070
H 4.089 -2.786 -3.177 0.017
H 2.822 -1.550 -3.420 0.018
H 2.977 -2.909 -4.556 0.023
H -1.072 -3.936 0.403 0.054
H -2.548 -2.992 0.089 0.032
H -1.628 -2.757 1.617 0.039
H -3.803 0.873 -2.386 0.083
H -4.394 -0.814 -2.520 0.097
H -3.658 -0.022 -3.923 0.104
H -1.384 -1.081 -6.638 0.094
H -1.429 -2.867 -6.549 0.102
H 0.094 -2.042 -6.933 0.099
H 5.599 -5.646 -1.298 0.092
H 5.006 -5.559 0.386 0.089
H 6.119 -4.322 -0.224 0.094
```

Output
E_tot, a.u.: -7256.7683
HOMO level (spin up / spin down), Eh: -0.285 / -0.361
Frontier orbital gap (spin up / spin down), eV: 4.2282 / 4.3223
Charge: +1
Expectation value of S²: 2.0636
M, g mol⁻¹: 1041.7
Multiplicity: 3
Maximum force, eV Å⁻¹: 0.70
Lowest unoccupied orbital energy (spin up / spin down), Eh: -0.1301 / -0.2022

Molecular formula: C36H34AuN4O4Te
Method: DFT, wB97M-V/def2-TZVPD

The geometry in XYZ format:
```
80
Properties=species:S:1:pos:R:3:lowdin_charge:R:1
Au -1.382 -1.822 0.592 1.163
C -3.644 -0.980 -3.113 -0.007
C -3.313 -0.946 -1.638 -0.357
O -2.116 -1.150 -1.368 -0.068
C -4.352 -0.680 -0.668 -0.101
C -5.677 -0.497 -1.140 -0.050
C -6.727 -0.237 -0.306 -0.097
C -6.485 -0.152 1.077 -0.075
C -5.227 -0.320 1.580 -0.012
C -4.108 -0.582 0.740 -0.342
O -2.958 -0.669 1.328 -0.182
H -2.724 -1.173 -3.659 0.085
H -4.074 -0.034 -3.444 0.081
H -4.367 -1.769 -3.327 0.093
H -5.867 -0.566 -2.201 0.100
H -7.724 -0.103 -0.701 0.098
H -7.307 0.043 1.755 0.106
H -5.028 -0.264 2.642 0.117
O -0.599 -2.278 2.536 -0.285
N -1.328 -3.055 3.265 -0.005
C -0.930 -3.146 4.505 -0.314
C 0.196 -2.393 4.988 -0.176
N 1.091 -1.770 5.353 0.171
C -1.655 -3.997 5.397 -0.191
N -2.222 -4.671 6.135 0.144
C -2.709 2.665 -4.647 -0.043
C -1.724 2.264 -3.583 -0.263
C -1.953 2.556 -2.247 -0.008
C -1.056 2.196 -1.248 -0.283
C -1.423 2.514 0.166 -0.038
C 0.120 1.532 -1.624 -0.289
Te 1.769 0.912 -0.375 1.887
N 1.012 -0.816 0.078 -0.238
C 1.165 -1.976 -0.504 -0.599
O 0.260 -2.851 -0.369 -0.099
C 2.368 -2.336 -1.313 -0.183
C 3.639 -1.936 -0.910 -0.063
C 4.747 -2.264 -1.677 -0.074
C 4.588 -2.985 -2.852 -0.081
C 3.322 -3.400 -3.247 -0.071
C 2.215 -3.089 -2.473 -0.024
C 2.397 1.309 1.631 -0.299
C 1.653 1.143 2.797 -0.262
C 0.205 0.796 2.853 -0.047
C 2.329 1.266 4.012 -0.003
C 3.676 1.565 4.077 -0.247
C 4.381 1.678 5.399 -0.037
C 4.369 1.769 2.889 -0.016
C 3.764 1.663 1.647 -0.321
C 4.619 1.928 0.429 -0.109
C 0.391 1.221 -2.969 -0.297
C 1.604 0.505 -3.525 -0.075
C -0.562 1.594 -3.915 -0.020
H -3.636 3.032 -4.208 0.078
H -2.947 1.823 -5.298 0.080
H -2.299 3.458 -5.275 0.086
H -2.867 3.064 -1.964 0.122
H -2.444 2.888 0.222 0.088
H -0.765 3.270 0.602 0.095
H -1.386 1.617 0.772 0.043
H 3.757 -1.400 0.026 0.103
H 5.736 -1.966 -1.353 0.105
H 5.452 -3.237 -3.453 0.103
H 3.201 -3.977 -4.155 0.105
H 1.224 -3.417 -2.757 0.122
H -0.264 0.884 1.889 0.009
H -0.315 1.451 3.554 0.105
H 0.080 -0.233 3.193 0.058
H 1.774 1.094 4.926 0.118
H 3.717 1.416 6.220 0.080
H 4.745 2.694 5.560 0.085
H 5.243 1.011 5.434 0.086
H 5.423 2.022 2.927 0.121
H 5.586 2.310 0.749 0.079
H 4.178 2.670 -0.238 0.063
H 4.796 1.026 -0.162 0.058
H 2.320 0.157 -2.788 0.002
H 2.137 1.160 -4.215 0.093
H 1.280 -0.375 -4.082 0.092
H -0.369 1.346 -4.954 0.129
```

Output
E_tot, a.u.: -2315.7238
HOMO level (spin up / spin down), Eh: -0.281 / -0.296
Frontier orbital gap (spin up / spin down), eV: 6.7287 / 7.1481
Relative energy (zero: lowest compared OMol25 entry of this formula, charge and spin), kcal per mole: 18.0
Expectation value of S²: 0.7556
M, g mol⁻¹: 911.3
Multiplicity: 2
Maximum force, eV Å⁻¹: 1.06
Lowest unoccupied orbital energy (spin up / spin down), Eh: -0.0339 / -0.0338